1:
Entry from the OMol25 dataset: C2H3Cl2NO as an isolated structure (ωB97M-V/def2-TZVPD).

ORCA input file:
```
! wB97M-V def2-TZVPD RIJCOSX def2/J DEFGRID3
* xyz 0 1
Cl -0.3737 -0.5122 2.1542
Cl -1.7508 1.6847 1.3181
O 1.5856 -0.9865 0.3868
N -1.3537 0.1478 1.0339
C 0.0984 0.3139 -0.8409
C 0.9756 -0.8413 -0.6260
H 0.9844 -1.5874 -1.4951
H 0.6272 1.2954 -0.5181
H -0.7930 0.4855 -1.4129
*
```

Computed properties:
- LUMO level (alpha / beta): -1.00 / -1.19 eV
- Kohn-Sham gap (alpha / beta): 8.271 / 7.852 eV
- E_HOMO (alpha / beta): -9.27 / -9.04 eV

***

2:
Entry from the OMol25 dataset: one molecule with the formula C2H3Cl2NO (ωB97M-V/def2-TZVPD).

ORCA input file:
```
! wB97M-V def2-TZVPD RIJCOSX def2/J DEFGRID3
* xyz 0 1
Cl 1.2323 -2.1950 -0.1407
Cl 0.3264 2.2532 -0.1290
O 2.4394 0.2982 0.0716
N 1.3137 -0.0862 -0.0050
C -1.1385 -0.1259 0.0822
C 0.2101 0.6058 0.0259
H -1.7113 0.2073 -0.8662
H -1.7172 0.2352 0.9570
H -0.9549 -1.1926 0.0042
*
```

Computed properties:
- LUMO level (alpha / beta): -1.86 / -1.86 eV
- SMILES string: C/C(Cl)=[N+](/[O-])Cl
- Kohn-Sham gap (alpha / beta): 7.775 / 7.775 eV
- E_HOMO (alpha / beta): -9.63 / -9.63 eV

***

3:
Entry from the OMol25 dataset: a 2-piece molecular cluster, C2H3Cl2NO overall (ωB97M-V/def2-TZVPD).

ORCA input file:
```
! wB97M-V def2-TZVPD RIJCOSX def2/J DEFGRID3
* xyz 0 1
Cl 1.9486 0.7533 -0.2083
Cl 0.8061 -2.1574 0.2080
O -1.5244 -0.1257 -1.2529
N -0.3650 0.5673 1.1733
C -0.3286 -0.0629 -1.1980
C 0.3791 0.2242 0.0975
H 0.1440 0.5613 2.0905
H 0.2887 -0.0448 -1.9873
H -1.3484 0.2846 1.0772
*
```

Computed properties:
- LUMO level: -1.27 eV
- Kohn-Sham gap: 8.628 eV
- E_HOMO: -9.90 eV

***

4:
Entry from the OMol25 dataset: one molecule with the formula C2H3Cl2NO (ωB97M-V/def2-TZVPD).

ORCA input file:
```
! wB97M-V def2-TZVPD RIJCOSX def2/J DEFGRID3
* xyz 0 1
Cl 2.2464 -1.1523 -0.4976
Cl 1.6470 1.7560 -0.3385
O -2.2369 -0.1558 -0.3089
N -0.9409 0.3088 -0.6709
C 1.2490 0.1273 0.3070
C -0.2122 -0.2273 0.2449
H 1.6284 0.1234 1.3484
H -0.5802 -1.0744 0.8954
H -2.8005 0.2943 -0.9798
*
```

Computed properties:
- LUMO level: 0.43 eV
- SMILES string: O/N=C/C(Cl)Cl
- Kohn-Sham gap: 10.712 eV
- E_HOMO: -10.28 eV

***

3 ends up most stable, edging out the next structure by 21.4 kcal/mol.

***

1:
Entry from the OMol25 dataset: one molecule with the formula C2H3Cl2NO (ωB97M-V/def2-TZVPD).

ORCA input file:
```
! wB97M-V def2-TZVPD RIJCOSX def2/J DEFGRID3
* xyz 0 1
Cl -0.9646 1.6246 1.9414
Cl -1.1405 -1.4562 0.8265
O -0.5516 1.9089 -0.6028
N 0.7390 -0.5954 -0.9789
C 0.2296 -0.4007 0.3597
C -0.4300 1.1728 0.3490
H 1.1401 -0.3864 1.0951
H 0.9149 -1.6101 -1.3071
H 0.0632 -0.2575 -1.6830
*
```

Computed properties:
- LUMO level: 0.48 eV
- SMILES string: N[C@H](Cl)C(=O)Cl
- Kohn-Sham gap: 10.907 eV
- E_HOMO: -10.43 eV

***

2:
Entry from the OMol25 dataset: C2H3Cl2NO as an isolated structure (ωB97M-V/def2-TZVPD).

ORCA input file:
```
! wB97M-V def2-TZVPD RIJCOSX def2/J DEFGRID3
* xyz 0 1
Cl 1.5733 -1.1494 -0.2607
Cl 0.7774 1.5224 -0.0589
O -2.9750 -0.3757 -0.0885
N -1.5790 0.0994 -0.3541
C 0.5677 -0.0238 0.5617
C -0.7936 -0.4757 0.4852
H -1.2879 -1.2179 1.5069
H -3.5187 0.2551 -0.6995
H 1.0520 -0.0722 1.5315
*
```

Computed properties:
- LUMO level: 0.60 eV
- Kohn-Sham gap: 10.977 eV
- E_HOMO: -10.38 eV

***

1 ends up most stable, edging out the next structure by 66.3 kcal/mol.

***

1:
Entry from the OMol25 dataset: C13H22FI2OP2Ti as an isolated structure (ωB97M-V/def2-TZVPD).

ORCA input file:
```
! wB97M-V def2-TZVPD RIJCOSX def2/J DEFGRID3
* xyz 3 1
I -3.3216 0.6160 -0.9200
I 2.1692 0.8020 -0.3281
Ti -0.5821 0.5788 -0.8627
P -0.5757 -1.8480 -0.9942
P -0.5989 3.0434 -0.9917
F 3.0828 -2.7824 4.2290
O -1.0867 0.8500 2.3140
C -0.8587 -2.7282 0.5415
C -1.8998 3.6543 -2.0802
C -0.8088 3.8951 0.5805
C 0.9160 -2.4291 -1.7426
C 1.0928 -1.5949 3.5770
C -0.8488 0.6528 1.1153
C -1.8796 -2.4194 -2.0697
C 2.3133 -2.2182 3.1953
C 2.7647 -2.2036 1.8774
C 2.0414 -1.5902 0.8806
C 0.3179 -1.1265 2.5526
C 0.7694 -0.8861 1.0151
C 0.9138 3.6828 -1.7259
H 0.7760 -3.4834 -1.9804
H -0.6977 -1.0124 3.0977
H -2.8861 3.5537 -1.5959
H -1.7380 -2.3627 1.0490
H -0.7624 -3.7557 0.4104
H -0.0166 -2.4928 1.3033
H 1.7598 -2.3660 -1.0574
H -1.9114 3.0638 -3.0104
H 0.0096 3.6228 1.2702
H -1.8857 -1.8416 -3.0040
H -1.6587 -3.4772 -2.2878
H -2.8632 -2.3210 -1.5864
H 1.7617 3.5840 -1.0245
H -0.7986 4.9883 0.4044
H 1.1717 -1.8554 -2.6339
H 0.7637 -1.7076 4.5803
H 0.7516 4.7419 -1.9837
H 3.7366 -2.6411 1.7544
H -1.6872 4.7084 -2.3115
H 1.1527 3.1150 -2.6413
H -1.7682 3.6014 1.0409
H 2.8700 -1.6110 0.0433
*
```

Computed properties:
- LUMO level (alpha / beta): -13.53 / -13.52 eV
- Kohn-Sham gap (alpha / beta): 5.418 / 5.283 eV
- E_HOMO (alpha / beta): -18.95 / -18.81 eV

***

2:
Entry from the OMol25 dataset: C13H22FI2OP2Ti as an isolated structure (ωB97M-V/def2-TZVPD).

ORCA input file:
```
! wB97M-V def2-TZVPD RIJCOSX def2/J DEFGRID3
* xyz 3 1
I 0.0081 -2.1974 -2.2854
I 0.7295 -3.2697 0.0029
Ti 0.3366 0.4833 0.8361
P 2.6202 0.3451 -0.4676
P -2.0886 0.0290 0.6750
F 2.7928 5.6820 0.0887
O 0.3721 -0.8529 3.7041
C 0.1105 3.2594 -0.3440
C 0.3666 2.4705 0.7809
C 1.3690 2.7625 1.7337
C 0.8968 4.4059 -0.5276
C 2.6152 1.4402 -1.9398
C -2.9797 0.7699 2.0855
C -2.7670 0.9971 -0.7349
C 2.1444 3.9149 1.5552
C 1.9107 4.6693 0.4001
C -2.9059 -1.5751 0.3092
C 0.3598 -0.3443 2.6313
C 3.5241 -1.0303 -1.2787
C 3.9351 1.0943 0.5586
H 1.4941 2.1504 2.6270
H -2.3583 -2.4093 0.7665
H 1.8566 1.0247 -2.6119
H -2.1168 0.7503 -1.5809
H -2.7191 2.0737 -0.5601
H 4.8866 1.0474 0.0168
H 0.7117 5.0723 -1.3749
H -0.6928 3.0084 -1.0360
H 3.4617 -1.8819 -0.5950
H 2.3781 2.4764 -1.6825
H 3.9870 0.4743 1.4601
H -3.9749 -1.5874 0.6101
H -2.9213 1.8602 2.0122
H -2.8114 -1.7136 -0.7760
H -2.4748 0.4871 3.0112
H 3.5988 1.3955 -2.4336
H 2.9186 4.2076 2.2741
H 2.9811 -1.2836 -2.1998
H -3.8145 0.7309 -0.9890
H -4.0328 0.4648 2.1411
H 3.7234 2.1295 0.8508
H 4.5703 -0.7236 -1.4932
*
```

Computed properties:
- LUMO level: -13.59 eV
- Kohn-Sham gap: 5.112 eV
- E_HOMO: -18.70 eV

***

2 ends up most stable, edging out the next structure by 109.7 kcal/mol.

***

1:
Entry from the OMol25 dataset: one molecule with the formula C3H5F (ωB97M-V/def2-TZVPD).

ORCA input file:
```
! wB97M-V def2-TZVPD RIJCOSX def2/J DEFGRID3
* xyz 0 1
F -1.6248 -0.9227 -0.1282
C 1.2683 -0.7246 0.0541
C 0.4207 0.2775 -0.0424
C -1.0446 0.3247 0.0799
H -1.4292 1.2137 -0.5839
H -1.4034 0.6868 1.0159
H 0.7330 1.4353 -0.2890
H 0.7929 -1.7956 0.3075
H 2.2872 -0.4951 -0.4138
*
```

Computed properties:
- LUMO level: 1.08 eV
- SMILES string: C=CCF
- Kohn-Sham gap: 11.078 eV
- E_HOMO: -10.00 eV

***

2:
Entry from the OMol25 dataset: one molecule with the formula C3H5F (ωB97M-V/def2-TZVPD).

ORCA input file:
```
! wB97M-V def2-TZVPD RIJCOSX def2/J DEFGRID3
* xyz 0 1
F 1.4902 -0.6011 0.0113
C -0.5180 0.5757 -0.0160
C 0.7207 0.5771 -0.1012
C -1.6165 -0.4070 -0.0348
H -1.3486 -1.3877 0.4760
H -1.1340 1.4911 0.0489
H 1.6640 1.3272 0.3171
H -2.0527 0.0242 0.9799
H -2.0580 -0.5194 -1.0109
*
```

Computed properties:
- LUMO level: 0.90 eV
- SMILES string: C/C=C\F
- Kohn-Sham gap: 11.059 eV
- E_HOMO: -10.16 eV

***

1 ends up most stable, edging out the next structure by 26.0 kcal/mol.

***

1:
Entry from the OMol25 dataset: a 2-piece molecular cluster, C3H9NO overall (ωB97M-V/def2-TZVPD).

ORCA input file:
```
! wB97M-V def2-TZVPD RIJCOSX def2/J DEFGRID3
* xyz 0 1
O 0.3669 1.4559 1.6011
N 1.1167 -0.7441 -0.3089
C -0.0638 1.9956 0.3697
C -1.2002 -1.5424 -0.6847
C -0.0064 -1.5443 -0.0325
H -1.4292 -0.8415 -1.5132
H 0.1513 -2.2640 0.7710
H -2.0434 -2.0713 -0.2204
H 2.0108 -1.1766 -0.1281
H 0.5795 0.5342 1.3456
H -0.8758 1.4679 -0.1037
H -0.4549 2.9493 0.5248
H 1.1124 -0.3862 -1.2682
H 0.7361 2.1676 -0.3526
*
```

Computed properties:
- LUMO level: 0.90 eV
- SMILES string: C=CN.CO
- Kohn-Sham gap: 9.782 eV
- E_HOMO: -8.88 eV

***

2:
Entry from the OMol25 dataset: a 2-piece molecular cluster, C3H9NO overall (ωB97M-V/def2-TZVPD).

ORCA input file:
```
! wB97M-V def2-TZVPD RIJCOSX def2/J DEFGRID3
* xyz 0 1
O -1.2961 -2.6549 1.4142
N 0.9130 0.3764 -0.4638
C 0.0531 -0.3832 -1.3704
C -0.9391 -1.7774 2.1583
C 0.4734 1.7648 -0.2939
H -0.1281 2.3222 -1.0625
H -0.0202 -1.1872 1.7653
H 0.2910 -1.4127 -1.3525
H -0.9925 -0.3263 -1.0341
H 0.1110 -0.1452 -2.4202
H 1.3087 2.4912 0.0009
H 1.8633 0.3974 -0.8611
H -1.5511 -1.2554 2.9094
H -0.0865 1.7902 0.6104
*
```

Computed properties:
- LUMO level: 0.86 eV
- SMILES string: C=O.CNC
- Kohn-Sham gap: 9.941 eV
- E_HOMO: -9.08 eV

***

3:
Entry from the OMol25 dataset: one molecule with the formula C3H9NO (ωB97M-V/def2-TZVPD).

ORCA input file:
```
! wB97M-V def2-TZVPD RIJCOSX def2/J DEFGRID3
* xyz 0 1
O -0.9119 2.0346 -1.8028
N 0.8816 -0.3415 0.4862
C 0.0450 1.1054 -1.2399
C -0.3601 0.1161 -0.1917
C 0.4588 -1.2664 1.5755
H -0.3078 -1.9740 1.3121
H 1.2597 -1.9699 1.9390
H 0.0377 -0.6344 2.4308
H -1.7435 1.6382 -1.5439
H 0.6536 1.8154 -0.6446
H 0.5658 0.6600 -1.9905
H -0.8509 -0.6932 -0.7129
H 1.3708 -0.9335 -0.1415
H -1.0989 0.4433 0.5242
*
```

Computed properties:
- LUMO level: 0.92 eV
- SMILES string: CNCCO
- Kohn-Sham gap: 10.469 eV
- E_HOMO: -9.55 eV

***

1 ends up most stable, edging out the next structure by 3.1 kcal/mol.

***

1:
Entry from the OMol25 dataset: one molecule with the formula C3H9NO (ωB97M-V/def2-TZVPD).

ORCA input file:
```
! wB97M-V def2-TZVPD RIJCOSX def2/J DEFGRID3
* xyz 0 1
O 1.4630 0.8206 -2.3220
N -1.0949 -0.3122 0.7143
C 1.0110 -0.1326 -1.3492
C -0.6584 -0.3002 2.1233
C -0.3983 0.3292 -0.4381
H 2.2834 0.5037 -2.7341
H -1.2032 0.2727 -1.3647
H 1.7948 -0.2016 -0.4661
H 0.8412 -1.1683 -1.9611
H 0.2343 -0.9783 2.2440
H -0.4575 0.8776 2.1466
H -1.4573 -0.7351 2.8151
H -2.0979 -0.3746 0.7865
H -0.2604 1.3991 -0.1944
*
```

Computed properties:
- LUMO level: 1.01 eV
- SMILES string: CNCCO
- Kohn-Sham gap: 9.243 eV
- E_HOMO: -8.24 eV

***

2:
Entry from the OMol25 dataset: one molecule with the formula C3H9NO (ωB97M-V/def2-TZVPD).

ORCA input file:
```
! wB97M-V def2-TZVPD RIJCOSX def2/J DEFGRID3
* xyz 0 1
O 1.4236 1.6699 -0.4412
N -0.9629 -0.9514 0.4708
C 0.0441 0.0293 0.7760
C 0.0664 1.2503 -0.2409
C -0.6267 -1.9715 -0.4966
H 0.4668 -1.9824 -0.5184
H 1.8029 1.8733 0.3993
H -0.3843 0.9885 -1.1877
H -0.8745 -2.9973 -0.2213
H -0.8558 -1.7963 -1.5604
H -1.9023 -0.5991 0.4312
H -0.0860 0.4548 1.7757
H -0.3570 2.0884 0.3403
H 1.0279 -0.4424 0.7303
*
```

Computed properties:
- LUMO level: 1.04 eV
- SMILES string: CNCCO
- Kohn-Sham gap: 9.420 eV
- E_HOMO: -8.39 eV

***

3:
Entry from the OMol25 dataset: a 2-piece molecular cluster, C3H9NO overall (ωB97M-V/def2-TZVPD).

ORCA input file:
```
! wB97M-V def2-TZVPD RIJCOSX def2/J DEFGRID3
* xyz 0 1
O -0.2799 -2.5801 -0.4748
N -0.5980 -0.1726 0.6371
C 0.4964 0.9111 0.2818
C 0.8171 0.9254 -1.2699
C -1.5197 0.1867 1.3870
H 0.2092 1.9465 0.5031
H -2.2517 -0.5368 1.8454
H 1.3672 0.6121 0.9072
H -1.6150 1.3178 1.6489
H 0.2686 -1.9705 0.0551
H -0.0410 0.5353 -1.7850
H 0.4215 -3.2529 -0.6199
H 1.5457 0.1823 -1.4364
H 1.1795 1.8957 -1.6795
*
```

Computed properties:
- LUMO level: 1.08 eV
- SMILES string: C=NCC.O
- Kohn-Sham gap: 10.790 eV
- E_HOMO: -9.71 eV

***

4:
Entry from the OMol25 dataset: one molecule with the formula C3H9NO (ωB97M-V/def2-TZVPD).

ORCA input file:
```
! wB97M-V def2-TZVPD RIJCOSX def2/J DEFGRID3
* xyz 0 1
O -2.2557 0.5646 0.2084
N -0.2535 -0.6838 0.1711
C -1.5640 -0.6146 -0.3053
C 1.9892 0.2828 0.4781
C 0.6896 0.3122 -0.3163
H 0.2473 1.3081 -0.2880
H -0.1802 -0.9166 1.1475
H 2.2328 1.2665 0.8873
H 1.9263 -0.3994 1.3272
H -2.1224 -1.4943 0.0123
H -2.8605 0.9143 -0.4489
H 0.8841 0.0834 -1.3704
H 2.8549 -0.0566 -0.1040
H -1.5878 -0.5667 -1.3989
*
```

Computed properties:
- LUMO level: 1.08 eV
- SMILES string: CCNCO
- Kohn-Sham gap: 10.059 eV
- E_HOMO: -8.97 eV

***

4 ends up most stable, edging out the next structure by 16.0 kcal/mol.